(1)
{
  "formula": "C5H8O2",
  "method": "ωB97M-V/def2-TZVPD",
  "symbols": ["C", "C", "C", "C", "O", "C", "O", "H", "H", "H", "H", "H", "H", "H", "H"],
  "coordinates": [[-0.19, 1.34, -0.23], [-0.27, -0.08, 0.19], [-0.93, -1.21, -0.53], [-1.35, -0.85, 0.88], [1.05, -0.38, 0.76], [1.96, 0.39, 0.23], [2.26, 0.64, -1.02], [-0.74, 1.55, -1.15], [1.38, 0.94, -1.37], [-0.53, 2.03, 0.55], [-1.59, -0.96, -1.36], [-0.38, -2.14, -0.66], [-2.29, -0.33, 1.03], [-1.07, -1.55, 1.67], [2.83, 0.47, 0.88]],
  "nbo_charge": [-0.8897, 0.2004, -0.4449, -0.4446, -0.4583, 0.7078, -0.6698, 0.1968, 0.5348, 0.2042, 0.2228, 0.2221, 0.2243, 0.2225, 0.1717],
  "e_homo_ev": [-7.2730, -7.2752],
  "e_tot_ha": -345.61666,
  "e_above_lowest_kcal_mol": 118.16
}

***

(2)
{
  "formula": "C3H14N2O2S",
  "method": "ωB97M-V/def2-TZVPD",
  "symbols": ["N", "C", "C", "S", "C", "N", "H", "H", "H", "H", "H", "H", "H", "H", "H", "H", "H", "H", "O", "H", "H", "O"],
  "coordinates": [[0.87, -0.50, 0.55], [-0.09, 0.35, 1.23], [-1.14, -0.41, 2.05], [-2.14, -1.37, 0.82], [-0.73, 1.32, 0.25], [0.22, 2.33, -0.21], [0.26, -1.24, 0.18], [-0.39, -4.21, 0.59], [-0.49, -3.93, -0.12], [0.53, 1.02, 1.86], [-0.75, -1.12, 2.80], [-1.82, 0.30, 2.57], [-1.64, 1.76, 0.67], [-1.04, 0.67, -0.60], [-0.15, 2.86, -1.04], [1.10, 1.89, -0.64], [2.87, 1.25, -1.55], [1.31, 0.00, -0.25], [1.99, 0.95, -1.62], [0.11, -1.33, -2.77], [1.02, -0.08, -2.36], [0.12, -0.51, -2.40]],
  "nbo_charge": [-0.7765, -0.0981, -0.5570, 0.2136, -0.2830, -0.6551, 0.3652, -0.0029, 0.0040, 0.2175, 0.2737, 0.2356, 0.2288, 0.2784, 0.3794, 0.4295, 0.4541, 0.4288, -1.1077, 0.4592, 0.5193, -1.0070],
  "e_homo_ev": -8.6601,
  "e_tot_ha": -780.60303,
  "e_above_lowest_kcal_mol": 163.45
}

***

(3)
{
  "formula": "C26H32AsN2O2S4ScTe",
  "method": "ωB97M-V/def2-TZVPD",
  "symbols": ["Sc", "S", "As", "S", "S", "S", "O", "C", "C", "C", "C", "C", "C", "N", "H", "H", "H", "H", "H", "H", "H", "C", "C", "O", "N", "Te", "C", "C", "C", "C", "C", "C", "C", "C", "C", "C", "C", "C", "C", "C", "C", "C", "C", "C", "H", "H", "H", "H", "H", "H", "H", "H", "H", "H", "H", "H", "H", "H", "H", "H", "H", "H", "H", "H", "H", "H", "H", "H", "H"],
  "coordinates": [[1.61, -0.89, 1.70], [0.07, -2.15, 3.36], [2.16, -2.35, 3.91], [2.74, -0.27, 4.01], [3.07, -3.09, 2.08], [2.56, -3.51, 5.58], [2.04, -1.92, -0.57], [3.08, -1.29, -1.31], [4.20, -0.81, -0.42], [5.51, -0.88, -0.86], [6.54, -0.47, -0.02], [6.19, 0.05, 1.22], [4.85, 0.12, 1.57], [3.85, -0.32, 0.79], [2.45, -2.63, -0.01], [2.62, -0.43, -1.82], [3.47, -1.98, -2.07], [5.71, -1.29, -1.83], [7.57, -0.56, -0.33], [6.94, 0.37, 1.92], [4.57, 0.50, 2.55], [2.54, 2.31, 1.51], [1.74, 1.52, 0.52], [2.00, 1.54, -0.71], [0.66, 0.90, 0.94], [0.01, 0.00, -0.69], [-1.31, 1.25, -1.86], [-1.33, 2.64, -2.01], [-0.42, 3.55, -1.25], [-2.24, 3.22, -2.89], [-3.12, 2.46, -3.64], [-4.10, 3.08, -4.59], [-3.06, 1.08, -3.51], [-2.17, 0.47, -2.65], [-2.14, -1.03, -2.59], [-1.56, -0.82, 0.52], [-2.47, 0.02, 1.17], [-2.49, 1.50, 0.94], [-3.39, -0.53, 2.06], [-3.41, -1.89, 2.33], [-4.35, -2.45, 3.35], [-2.52, -2.72, 1.66], [-1.58, -2.20, 0.78], [-0.57, -3.15, 0.20], [1.94, 3.16, 1.84], [3.46, 2.66, 1.03], [2.75, 1.68, 2.39], [0.37, 2.98, -0.77], [-0.97, 4.11, -0.50], [0.04, 4.26, -1.94], [-2.25, 4.30, -2.98], [-4.08, 4.16, -4.53], [-5.11, 2.73, -4.38], [-3.86, 2.78, -5.61], [-3.73, 0.47, -4.09], [-2.73, -1.45, -3.40], [-2.54, -1.38, -1.64], [-1.11, -1.39, -2.69], [-1.48, 1.87, 0.76], [-2.89, 2.01, 1.81], [-3.11, 1.74, 0.08], [-4.07, 0.12, 2.58], [-5.06, -1.68, 3.68], [-3.78, -2.78, 4.22], [-4.90, -3.30, 2.97], [-2.50, -3.78, 1.89], [-1.01, -4.14, 0.08], [0.26, -3.24, 0.93], [-0.17, -2.83, -0.77]],
  "nbo_charge": [0.9532, -0.6598, 0.9979, -0.7080, -0.7539, -0.6809, -0.7702, -0.1080, 0.2215, -0.2556, -0.1484, -0.2534, 0.0810, -0.4864, 0.5310, 0.2303, 0.1815, 0.2123, 0.2122, 0.2198, 0.2460, -0.6899, 0.5837, -0.7453, -1.0096, 1.5138, -0.3846, 0.0977, -0.6567, -0.2574, -0.0082, -0.6241, -0.2313, -0.0198, -0.6544, -0.3443, -0.0221, -0.6373, -0.1835, -0.0003, -0.6273, -0.2218, 0.0172, -0.6610, 0.2347, 0.2262, 0.2653, 0.2349, 0.2143, 0.2138, 0.1955, 0.2102, 0.2146, 0.2140, 0.1957, 0.2178, 0.2477, 0.2128, 0.2273, 0.2145, 0.2175, 0.1909, 0.2055, 0.2321, 0.2097, 0.2123, 0.2195, 0.2658, 0.2121],
  "charge": -1,
  "e_homo_ev": [-2.2477, -4.3979],
  "e_tot_ha": -6127.36123,
  "e_above_lowest_kcal_mol": 53.00,
  "multiplicity": 2
}

***

(4)
{
  "formula": "C6H9N",
  "method": "ωB97M-V/def2-TZVPD",
  "symbols": ["C", "C", "C", "C", "C", "C", "N", "H", "H", "H", "H", "H", "H", "H", "H", "H"],
  "coordinates": [[-1.59, 0.02, -0.93], [0.53, 0.89, 0.58], [-1.87, -0.43, 0.97], [1.79, 0.70, -0.17], [-0.74, 0.15, 0.25], [1.73, -0.60, -0.88], [-2.62, -0.58, -0.25], [-1.29, 0.04, -1.96], [0.70, 0.59, 1.61], [0.17, 1.88, 0.60], [-1.76, -1.43, 1.51], [-2.38, 0.24, 1.71], [2.59, 1.46, 0.03], [1.14, -0.58, -1.83], [0.95, -1.22, -0.32], [2.66, -1.15, -0.89]],
  "nbo_charge": [-0.0619, -0.5379, -0.3149, -0.1053, 0.0776, -0.6796, -0.3250, 0.1961, 0.2266, 0.2425, 0.2064, 0.1986, 0.2067, 0.2254, 0.2191, 0.2255],
  "e_homo_ev": [-7.8113, -8.1649],
  "e_tot_ha": -288.56626,
  "e_above_lowest_kcal_mol": 135.40
}

***

(5)
{
  "formula": "C4H3NO",
  "method": "ωB97M-V/def2-TZVPD",
  "symbols": ["C", "C", "C", "C", "N", "O", "H", "H", "H"],
  "coordinates": [[4.47, 0.35, 0.10], [3.32, -0.19, -0.05], [1.47, -0.03, -0.01], [0.00, 0.04, 0.07], [2.33, 0.93, 0.01], [2.25, -1.14, -0.09], [-0.45, 1.06, -0.34], [-0.13, -0.04, 1.15], [-0.49, -0.95, -0.43]],
  "nbo_charge": [0.2399, 0.0065, 0.5083, -0.6942, -0.4120, -0.4267, 0.2744, 0.2520, 0.2519],
  "e_homo_ev": -10.2511,
  "e_tot_ha": -283.97116,
  "e_above_lowest_kcal_mol": 126.72
}

***

(6)
{
  "formula": "C13H22AsN4OsS",
  "method": "ωB97M-V/def2-TZVPD",
  "symbols": ["Os", "N", "C", "S", "N", "N", "C", "C", "C", "C", "C", "C", "N", "H", "H", "H", "H", "H", "H", "H", "C", "C", "As", "C", "C", "C", "C", "H", "H", "H", "H", "H", "H", "H", "H", "H", "H", "H", "H", "H", "H", "H"],
  "coordinates": [[0.60, -1.08, -0.47], [4.19, -2.19, 1.54], [2.95, -2.07, 1.12], [2.71, -0.90, -0.29], [1.93, -2.70, 1.63], [0.76, -2.41, 0.99], [-0.27, -3.17, 1.17], [-1.46, -2.88, 0.38], [-2.63, -3.57, 0.51], [-3.71, -3.22, -0.30], [-3.58, -2.19, -1.22], [-2.36, -1.53, -1.32], [-1.31, -1.86, -0.54], [4.96, -1.71, 1.11], [4.40, -2.82, 2.32], [-0.20, -4.01, 1.86], [-2.71, -4.38, 1.23], [-4.65, -3.76, -0.22], [-4.40, -1.90, -1.86], [-2.21, -0.74, -2.04], [-1.58, 2.15, -1.95], [-1.38, 1.99, -0.45], [0.38, 1.38, 0.10], [1.74, 2.31, -0.94], [1.94, 1.81, -2.36], [0.64, 1.68, 2.00], [0.56, 3.17, 2.32], [-2.61, 2.47, -2.14], [-1.41, 1.23, -2.51], [-0.93, 2.92, -2.36], [-2.12, 1.34, 0.03], [-1.45, 2.96, 0.06], [2.65, 2.26, -0.34], [1.39, 3.35, -0.93], [2.26, 0.76, -2.41], [2.73, 2.40, -2.83], [1.05, 1.92, -2.97], [1.62, 1.26, 2.24], [-0.12, 1.10, 2.52], [1.28, 3.76, 1.76], [0.78, 3.30, 3.38], [-0.44, 3.58, 2.15]],
  "nbo_charge": [0.7188, -0.7079, 0.3089, 0.3528, -0.3044, -0.1963, 0.1440, 0.1343, -0.1557, -0.0275, -0.2009, 0.1175, -0.5710, 0.4467, 0.4615, 0.2870, 0.2821, 0.2842, 0.2876, 0.2357, -0.6286, -0.7083, 1.3462, -0.7176, -0.6299, -0.6846, -0.6355, 0.2767, 0.1932, 0.2426, 0.2523, 0.2828, 0.2619, 0.2805, 0.1946, 0.2863, 0.2346, 0.2517, 0.2603, 0.2304, 0.2807, 0.2323],
  "charge": 3,
  "e_homo_ev": -19.0590,
  "e_tot_ha": -3451.10229
}